Entry 1:
DFT (wB97M-V/def2-TZVPD) results for a 4-piece molecular cluster, C8H24O4 overall at a distorted geometry.

Summary:
* energy relative to the best compared isomer or geometry (same formula, charge and spin): 0.903 eV
* SMILES: CCO.CCO.CCO.CCO
* E_tot: -16873.807 eV
* LUMO: 0.7 eV

The geometry in ORCA input format:
```
! wB97M-V def2-TZVPD RIJCOSX def2/J DEFGRID3
* xyz 0 1
C 1.56 -0.51 -0.27
C 1.35 -0.05 1.16
O 0.06 0.64 1.24
H 0.74 -1.14 -0.60
H 2.42 -1.19 -0.27
H 1.64 0.31 -0.97
H 2.16 0.64 1.41
H 1.26 -0.87 1.87
H -0.29 0.42 2.11
C -0.74 1.78 -2.37
C 0.08 2.92 -1.73
O -0.28 3.07 -0.37
H -0.66 0.83 -1.84
H -0.36 1.59 -3.38
H -1.79 2.07 -2.36
H -0.21 3.84 -2.22
H 1.15 2.72 -1.87
H -0.04 2.31 0.18
C -0.28 2.42 5.02
C -1.40 1.47 4.75
O -2.35 1.46 5.82
H 0.45 2.38 4.21
H 0.23 2.24 5.97
H -0.60 3.47 5.11
H -1.02 0.46 4.57
H -1.98 1.72 3.85
H -3.05 2.08 5.61
C 0.31 -4.97 -4.32
C -0.14 -3.68 -3.68
O 0.72 -3.24 -2.61
H -0.45 -5.28 -5.05
H 0.36 -5.82 -3.63
H 1.30 -4.88 -4.77
H -1.10 -3.84 -3.19
H -0.23 -2.89 -4.42
H 1.20 -2.48 -2.96
*
```

Entry 2:
DFT (wB97M-V/def2-TZVPD) results for a 4-piece molecular cluster, C8H24O4 overall at a distorted geometry.

Summary:
* energy relative to the best compared isomer or geometry (same formula, charge and spin): 1.715 eV
* SMILES: CCO.CCO.CCO.CCO
* E_tot: -16872.994 eV
* LUMO: 0.6 eV

The geometry in ORCA input format:
```
! wB97M-V def2-TZVPD RIJCOSX def2/J DEFGRID3
* xyz 0 1
C 0.35 2.57 -3.11
C -0.72 3.49 -2.66
O -1.94 2.78 -2.65
H 0.23 2.48 -4.19
H 0.32 1.59 -2.64
H 1.31 3.05 -2.88
H -0.80 4.38 -3.28
H -0.46 3.88 -1.68
H -1.70 2.09 -2.03
C 0.77 -1.31 2.19
C -0.56 -2.02 1.97
O -1.32 -1.23 1.08
H 0.51 -0.38 2.68
H 1.24 -0.94 1.28
H 1.43 -1.90 2.83
H -1.00 -2.14 2.96
H -0.36 -3.01 1.55
H -1.89 -1.85 0.61
C -4.45 -6.91 -2.11
C -4.38 -5.87 -3.23
O -4.69 -4.56 -2.74
H -5.42 -6.93 -1.61
H -3.74 -6.72 -1.31
H -4.16 -7.84 -2.60
H -5.07 -6.24 -3.98
H -3.48 -5.77 -3.83
H -5.16 -4.03 -3.39
C 5.56 4.67 4.41
C 4.91 4.57 3.01
O 4.32 5.79 2.58
H 6.34 3.91 4.46
H 4.78 4.63 5.17
H 6.08 5.61 4.57
H 4.02 3.96 3.16
H 5.51 4.16 2.20
H 3.61 6.05 3.17
*
```

Entry 3:
DFT (wB97M-V/def2-TZVPD) results for a 4-piece molecular cluster, C8H24O8 overall at a distorted geometry.

Summary:
* energy relative to the best compared isomer or geometry (same formula, charge and spin): 5.726 eV
* SMILES: OCCO.OCCO.OCCO.OCCO
* E_tot: -25057.780 eV
* LUMO: 0.3 eV

The geometry in ORCA input format:
```
! wB97M-V def2-TZVPD RIJCOSX def2/J DEFGRID3
* xyz 0 1
C 2.07 -4.34 0.35
C 3.05 -4.64 -0.77
O 2.47 -5.32 -1.87
O 2.80 -3.78 1.46
H 1.58 -5.36 0.59
H 1.33 -3.65 -0.02
H 3.84 -5.27 -0.29
H 3.47 -3.74 -1.14
H 3.12 -5.46 -2.49
H 2.57 -2.90 1.39
C 2.68 0.83 2.71
C 1.83 -0.35 2.52
O 2.16 -0.98 1.27
O 3.96 0.31 2.77
H 2.68 1.17 3.76
H 2.59 1.44 2.05
H 0.82 0.00 2.50
H 1.80 -1.02 3.39
H 1.75 -0.29 0.67
H 3.87 -0.40 2.13
C -4.56 4.46 -0.33
C -3.95 4.74 -1.70
O -5.04 4.87 -2.58
O -3.57 4.36 0.55
H -5.23 3.54 -0.21
H -5.30 5.07 -0.09
H -3.38 3.78 -1.83
H -3.25 5.64 -1.73
H -4.61 5.45 -3.26
H -2.84 5.01 0.42
C -0.96 0.50 -1.00
C -0.78 -1.10 -1.13
O 0.04 -1.50 -2.17
O -1.95 0.80 -0.14
H -1.12 0.79 -1.86
H -0.21 1.11 -0.81
H -1.72 -1.55 -1.03
H -0.24 -1.53 -0.11
H 0.47 -2.39 -1.87
H -2.24 1.68 -0.13
*
```

Entry 4:
DFT (wB97M-V/def2-TZVPD) results for C8H25BBrNO6P2Si in the gas phase.

Summary:
* SMILES: CC[C@H](Br)P(O)(CCO[Si](C)(C)C)(B(N)O)P(=O)(O)O
* E_tot: -119657.217 eV
* LUMO: 0.2 eV

The geometry in ORCA input format:
```
! wB97M-V def2-TZVPD RIJCOSX def2/J DEFGRID3
* xyz 0 1
C -1.45 2.35 1.31
C -1.73 1.76 -0.07
C -2.46 0.40 -0.14
Br -3.28 -0.04 1.57
P -1.39 -0.94 -0.92
O -1.66 -2.08 0.40
C 0.41 -0.77 -0.64
C 0.95 -1.30 0.68
O 2.33 -0.98 0.77
Si 2.86 0.24 1.77
C 2.37 1.95 1.15
C 4.72 0.12 1.80
C 2.16 0.02 3.49
B -2.18 -2.34 -2.06
N -3.54 -2.27 -2.44
O -1.40 -3.39 -2.50
P -1.33 0.39 -2.84
O -2.60 1.12 -3.09
O -1.08 -0.71 -4.01
O -0.01 1.32 -2.94
H -0.90 1.66 1.95
H -0.83 3.24 1.18
H -2.37 2.65 1.81
H -0.77 1.70 -0.59
H -2.32 2.47 -0.65
H -3.32 0.49 -0.80
H -1.30 -2.94 0.23
H 0.64 0.29 -0.70
H 0.92 -1.26 -1.48
H 0.38 -0.89 1.52
H 0.88 -2.39 0.73
H 1.61 1.95 0.36
H 1.97 2.55 1.98
H 3.25 2.47 0.75
H 5.19 0.71 1.00
H 5.06 -0.92 1.72
H 5.07 0.52 2.75
H 1.17 0.50 3.57
H 2.81 0.49 4.23
H 2.03 -1.03 3.74
H -4.08 -1.49 -2.09
H -4.06 -3.13 -2.37
H -0.76 -3.72 -1.88
H -1.84 -0.70 -4.61
H -0.11 1.95 -3.67
*
```

Entry 5:
DFT (wB97M-V/def2-TZVPD) results for C8H25ClIN2OOsP2 as an isolated structure at a distorted geometry.

Summary:
* energy relative to the best compared isomer or geometry (same formula, charge and spin): 3.142 eV
* E_tot: -55363.732 eV
* LUMO (spin up / spin down): -13.9 / -14.1 eV

The geometry in ORCA input format:
```
! wB97M-V def2-TZVPD RIJCOSX def2/J DEFGRID3
* xyz 3 5
C 1.52 -0.42 -0.67
I -2.20 -0.57 0.82
H 1.96 0.23 -1.60
H 1.42 -1.47 -1.00
H 2.21 -0.41 0.15
Os -0.17 1.16 -0.89
P -1.16 -0.62 -1.93
C -1.15 -2.43 -1.56
C -2.90 -0.41 -2.34
H -3.13 -1.01 -3.22
H -0.83 -1.22 -4.19
H -3.10 0.63 -2.57
H -0.23 0.43 -3.81
H -1.72 -2.66 -0.67
H -3.55 -0.73 -1.53
C -0.27 -0.60 -3.50
H -1.59 -2.98 -2.38
H 0.71 -1.01 -3.33
H -0.14 -2.79 -1.42
P 0.62 2.06 1.02
C 1.38 1.37 2.58
C 2.04 3.04 0.37
H -1.03 3.78 0.95
H 0.02 4.12 2.33
H -1.20 2.85 2.43
C -0.48 3.32 1.76
H 1.68 3.46 -0.56
H 2.38 3.82 1.06
H 1.86 2.10 3.25
H 2.15 0.66 2.31
H 2.84 2.34 0.18
H 0.63 0.83 3.16
Cl -0.92 2.87 -2.15
N -0.26 -1.81 3.01
C 0.32 -2.08 1.74
N 0.94 -3.29 1.60
O 0.32 -1.40 0.71
H -0.29 -2.62 3.65
H -1.09 -1.18 3.00
H 1.47 -3.49 0.77
H 0.90 -3.88 2.46
*
```

Entry 6:
DFT (wB97M-V/def2-TZVPD) results for C8H26B2FN5O13Tl as an isolated structure at a distorted geometry.

Summary:
* E_tot: -51519.412 eV
* LUMO: -9.6 eV

The geometry in ORCA input format:
```
! wB97M-V def2-TZVPD RIJCOSX def2/J DEFGRID3
* xyz 1 1
Tl -21.99 -20.39 7.24
B -20.49 -19.92 4.92
H -21.69 -19.72 4.70
H -20.34 -21.11 4.95
H -19.83 -19.39 4.07
H -20.03 -19.53 5.99
B -24.13 -18.52 6.39
H -24.72 -17.57 5.93
H -24.99 -19.17 6.96
H -23.63 -19.36 5.67
H -23.17 -18.11 7.03
C -21.99 -21.55 2.21
C -22.69 -22.45 1.17
O -24.04 -22.41 1.57
C -24.16 -21.69 2.72
O -25.16 -21.58 3.35
O -23.04 -20.97 2.90
F -22.26 -23.74 1.24
H -21.31 -20.85 1.72
H -21.29 -22.16 2.81
H -22.62 -22.10 0.15
C -19.85 -16.47 4.17
N -20.39 -16.34 5.55
O -21.23 -17.16 5.91
O -19.94 -15.49 6.27
H -19.21 -17.35 4.22
H -19.29 -15.59 3.88
H -20.68 -16.79 3.56
C -21.00 -24.94 5.37
N -22.02 -23.90 5.02
O -22.01 -22.86 5.67
O -22.77 -24.12 4.11
H -20.65 -24.76 6.37
H -20.20 -24.78 4.65
H -21.45 -25.90 5.16
C -17.04 -19.00 7.11
N -18.03 -19.28 8.17
O -18.97 -20.05 7.99
O -18.03 -18.48 9.07
H -16.62 -19.83 6.54
H -16.13 -18.58 7.53
H -17.47 -18.17 6.55
C -23.31 -17.30 2.77
N -24.31 -18.05 1.95
O -23.89 -18.82 1.12
O -25.47 -17.73 2.10
H -22.38 -17.32 2.22
H -23.20 -17.75 3.76
H -23.72 -16.30 2.89
C -17.32 -22.30 3.92
N -17.46 -22.39 5.40
O -16.59 -21.95 6.11
O -18.49 -22.90 5.81
H -18.21 -21.81 3.53
H -17.29 -23.34 3.58
H -16.44 -21.72 3.71
*
```